(1)
Formula: C25H49Cl3N5NiO3Si
Source: the OMol25 dataset
Level of theory: the ωB97M-V functional and the def2-TZVPD basis

Each line ends with the Mulliken spin population.
CARTESIAN COORDINATES (ANGSTROEM)
Ni1 -1.62 1.45 0.37  1.734
Cl1 0.15 2.78 0.32  0.049
Cl2 -1.57 1.01 -1.93  0.047
Cl3 -3.60 0.58 0.47  0.062
Si1 -0.74 2.71 -3.08  -0.002
O1 0.64 -1.74 -2.19  0.002
O2 3.07 4.78 3.03  0.000
O3 2.91 -0.34 0.23  0.000
N1 0.94 5.54 2.74  0.000
N2 0.12 -0.96 3.48  0.001
N3 -1.83 0.28 3.71  0.000
N4 -0.61 0.32 1.67  0.090
N5 3.45 -1.12 -1.86  0.000
C1 -1.04 2.68 -4.93  0.002
C2 -0.48 -2.35 -1.83  0.000
C3 0.60 -4.75 0.93  0.000
C4 -0.40 -4.55 1.89  0.000
C5 1.11 2.65 -2.86  0.004
C6 -0.42 -3.07 -0.48  0.001
C7 1.14 6.57 3.75  0.000
C8 -0.99 -3.23 -3.01  -0.001
C9 0.61 -3.99 -0.25  0.000
C10 -0.71 -4.53 -3.07  0.000
C11 -0.93 -5.40 -4.25  0.000
C12 -0.77 -0.11 2.90  -0.020
C13 -1.34 -2.78 0.52  -0.001
C14 0.10 -1.24 4.90  0.001
C15 -1.63 4.09 -2.19  0.010
C16 -2.73 -0.75 4.23  -0.001
C17 3.30 -1.24 -0.52  0.000
C18 -1.38 -3.56 1.68  -0.001
C19 3.11 0.13 -2.50  0.000
C20 3.50 -2.29 -2.73  0.000
C21 -2.48 1.56 3.48  0.027
C22 1.24 -1.55 2.76  0.006
C23 -0.24 5.59 1.88  0.000
C24 -1.63 -2.47 -4.12  -0.002
C25 1.98 4.70 2.48  0.000
H1 1.40 2.05 -1.99  -0.002
H2 1.58 2.21 -3.76  0.000
H3 -2.72 -2.61 -4.10  0.000
H4 -0.37 -6.33 -4.13  0.000
H5 -0.46 -5.20 2.77  0.000
H6 1.67 7.43 3.31  0.000
H7 1.72 3.94 1.71  -0.001
H8 -2.06 -1.97 0.37  0.002
H9 -3.15 1.52 2.59  -0.002
H10 -2.17 -3.41 2.41  0.000
H11 -1.98 -5.68 -4.36  0.000
H12 1.78 -2.16 3.48  0.000
H13 -1.25 -2.81 -5.08  0.000
H14 -0.27 -2.26 5.08  0.000
H15 3.35 0.97 -1.85  0.000
H16 3.99 -2.00 -3.67  0.000
H17 2.05 0.14 -2.76  0.000
H18 1.13 -1.21 5.29  0.000
H19 -3.08 1.75 4.38  0.001
H20 -1.30 5.08 -2.52  0.000
H21 4.05 -3.12 -2.25  0.000
H22 1.38 -4.13 -1.02  0.000
H23 1.39 -5.49 1.09  0.000
H24 1.95 -0.84 2.31  -0.002
H25 -1.09 3.72 -5.30  0.000
H26 0.87 -2.23 1.98  -0.002
H27 -3.48 -0.23 4.84  0.000
H28 -0.21 2.19 -5.48  0.000
H29 0.00 5.97 0.88  0.000
H30 -1.72 2.34 3.39  -0.009
H31 -1.44 -1.40 -4.01  0.002
H32 -0.62 -4.90 -5.17  0.000
H33 0.26 -0.03 1.27  0.006
H34 1.52 3.67 -2.74  -0.001
H35 -1.01 6.20 2.37  0.000
H36 -1.97 2.19 -5.22  0.001
H37 -1.47 4.06 -1.11  -0.005
H38 -1.27 -1.57 -1.71  0.000
H39 1.75 6.20 4.59  0.000
H40 -3.24 -1.31 3.43  0.000
H41 -2.71 4.04 -2.36  0.000
H42 2.48 -2.63 -2.94  0.000
H43 -0.62 4.57 1.75  0.001
H44 -2.18 -1.44 4.87  0.000
H45 0.16 6.89 4.12  0.000
H46 -0.23 -5.03 -2.23  0.000
H47 -0.52 -0.49 5.42  0.000
H48 3.72 0.18 -3.41  0.000
H49 3.56 -2.25 -0.13  0.000

Values from the calculation:
E_tot: -4660.00734 Ha
LUMO level (spin up / spin down): 0.093 / 0.082 Eh
2S+1: 3
HOMO (spin up / spin down): -3.6 / -3.6 eV
charge: -1
frontier orbital gap (spin up / spin down): 6.16 / 5.87 eV

(2)
Formula: C24H36O12
Source: the OMol25 dataset
Level of theory: the ωB97M-V functional and the def2-TZVPD basis

Each line ends with the Löwdin charge.
CARTESIAN COORDINATES (ANGSTROEM)
O1 3.17 3.49 -5.66  0.111
O2 1.57 -2.89 1.41  -0.010
O3 -0.31 4.38 2.85  -0.031
O4 2.87 5.42 -6.79  0.014
O5 -1.53 -9.20 -0.58  0.112
O6 1.93 -0.99 0.30  0.008
O7 3.11 3.69 -7.95  -0.010
O8 1.48 5.54 3.83  0.091
O9 1.64 3.33 3.05  -0.019
O10 -1.86 -9.07 -2.80  0.019
O11 -3.49 -9.94 -1.64  -0.019
O12 1.10 -2.77 -0.81  0.120
C1 3.01 4.13 -6.68  -0.622
C2 3.23 2.27 -8.19  -0.021
C3 -4.97 6.46 -2.88  -0.099
C4 -0.71 -2.51 7.95  -0.103
C5 -4.02 -10.71 -0.59  -0.078
C6 1.68 -0.11 -0.75  -0.070
C7 -0.72 -3.89 8.29  -0.081
C8 -0.73 -8.24 -3.00  -0.046
C9 1.47 -2.78 6.95  -0.059
C10 -1.15 5.48 2.97  -0.085
C11 2.98 3.16 3.53  -0.055
C12 -4.45 5.22 -2.54  -0.105
C13 0.36 -2.00 7.31  -0.125
C14 1.24 -4.19 1.61  -0.089
C15 -2.22 -9.38 -1.57  -0.549
C16 -4.14 7.51 -3.00  -0.138
C17 1.42 -4.16 7.28  -0.097
C18 1.01 4.53 3.29  -0.468
C19 1.49 -2.26 0.21  -0.543
C20 0.37 -4.69 7.98  -0.121
C21 3.00 6.31 -5.68  -0.024
C22 -3.12 5.04 -2.49  -0.119
C23 -2.78 7.39 -2.96  -0.083
C24 -2.25 6.13 -2.61  -0.068
H1 0.73 0.42 -0.67  0.100
H2 0.48 -5.69 8.37  0.102
H3 -2.69 4.06 -2.38  0.104
H4 2.22 -4.86 7.06  0.095
H5 2.06 6.69 -5.29  0.093
H6 0.25 -8.69 -2.92  0.094
H7 2.08 -4.87 1.55  0.101
H8 -3.79 -10.20 0.35  0.086
H9 2.31 1.70 -8.25  0.094
H10 -5.09 -10.89 -0.48  0.094
H11 -2.24 8.33 -2.95  0.099
H12 0.73 -4.16 2.58  0.103
H13 -2.11 5.32 2.48  0.098
H14 2.88 3.12 4.62  0.098
H15 3.57 7.19 -5.99  0.092
H16 -1.60 -4.33 8.73  0.095
H17 3.43 2.27 3.10  0.091
H18 -1.22 5.84 -2.49  0.094
H19 0.26 -0.95 7.07  0.100
H20 -4.50 8.52 -3.13  0.105
H21 1.76 -0.62 -1.71  0.092
H22 2.44 0.66 -0.90  0.093
H23 3.80 3.85 3.32  0.091
H24 -5.15 4.40 -2.50  0.105
H25 -0.66 6.27 2.39  0.093
H26 3.90 1.90 -7.41  0.090
H27 -0.69 -7.41 -2.29  0.097
H28 -1.56 -1.91 8.22  0.100
H29 -0.69 -7.81 -4.01  0.094
H30 -3.47 -11.64 -0.47  0.095
H31 3.57 5.84 -4.88  0.093
H32 -6.03 6.63 -2.97  0.105
H33 0.50 -4.52 0.87  0.095
H34 3.74 2.21 -9.15  0.091
H35 -1.21 5.88 3.98  0.098
H36 2.29 -2.23 6.50  0.094

Values from the calculation:
E_tot: -1838.88896 Ha
LUMO level: 0.015 Eh
2S+1: 1
HOMO: -9.2 eV
structure (SMILES): COC(=O)OC.COC(=O)OC.COC(=O)OC.COC(=O)OC.c1ccccc1.c1ccccc1
frontier orbital gap: 9.59 eV

(3)
Formula: C44H44MnN8O2PS3
Source: the OMol25 dataset
Level of theory: the ωB97M-V functional and the def2-TZVPD basis

Each line ends with the Mulliken spin population.
CARTESIAN COORDINATES (ANGSTROEM)
Mn1 0.37 -0.01 -0.12  3.999
S1 2.42 0.88 1.75  0.040
S2 0.39 -1.99 1.05  -0.087
S3 -1.27 -2.73 3.33  -0.002
P1 -1.65 -1.70 -1.85  -0.033
O1 1.79 1.71 0.63  0.038
O2 -0.40 1.17 -1.33  0.101
N1 -4.01 -1.61 -3.32  0.001
N2 -1.37 -0.32 2.26  0.010
N3 -2.29 -3.09 -4.20  0.000
N4 -3.54 -3.71 -2.20  0.002
N5 8.65 3.12 -5.75  0.000
N6 3.76 -0.23 -2.43  0.006
N7 -0.93 0.57 1.28  -0.159
N8 1.96 -0.58 -1.23  -0.065
C1 -4.39 -3.95 2.53  0.000
C2 -1.02 2.79 0.34  0.037
C3 -2.91 -4.22 -3.36  -0.001
C4 2.80 3.30 3.00  0.001
C5 -1.15 4.15 0.65  0.006
C6 -2.98 -2.29 3.78  -0.003
C7 4.71 1.55 0.36  0.004
C8 -1.37 1.80 1.35  0.026
C9 -4.56 -1.64 1.91  0.000
C10 2.42 1.36 4.41  0.001
C11 6.75 0.29 0.52  0.000
C12 -3.40 -2.07 -4.51  -0.002
C13 -0.85 5.14 -0.26  -0.001
C14 -5.95 -3.28 0.82  0.000
C15 2.65 0.31 -1.91  0.030
C16 4.78 0.47 -3.15  -0.001
C17 4.62 1.82 -3.45  0.000
C18 2.54 2.16 5.54  0.000
C19 -0.84 -1.48 2.19  0.020
C20 2.66 -1.77 -1.31  0.006
C21 5.61 2.50 -4.12  -0.001
C22 -4.56 -2.73 -2.56  0.001
C23 5.94 -0.19 -3.53  0.001
C24 4.83 -0.40 1.80  0.000
C25 2.78 3.52 5.40  0.000
C26 7.82 2.55 -5.20  0.000
C27 -5.54 -1.96 0.97  0.000
C28 -3.12 -0.78 -2.50  0.001
C29 2.90 4.09 4.14  0.000
C30 -3.99 -2.62 2.71  0.001
C31 -0.56 2.45 -0.95  0.035
C32 6.03 1.35 -0.01  0.000
C33 6.16 -0.58 1.43  0.001
C34 6.94 0.49 -4.20  -0.001
C35 -0.29 3.45 -1.88  -0.013
C36 3.78 -1.56 -2.05  -0.006
C37 2.57 1.94 3.16  -0.003
C38 -1.14 -2.44 -3.48  -0.002
C39 -2.23 2.22 2.50  -0.007
C40 -0.43 4.78 -1.54  0.007
C41 6.78 1.84 -4.50  0.001
C42 4.13 0.67 1.27  0.001
C43 -2.58 -3.17 -1.22  0.007
C44 -5.36 -4.27 1.59  0.000
H1 -3.64 -4.71 -4.01  0.000
H2 4.57 -2.23 -2.31  0.000
H3 -6.74 -3.53 0.13  0.000
H4 -4.12 -2.60 -5.14  0.000
H5 6.72 -1.40 1.84  0.000
H6 -0.21 5.55 -2.27  0.001
H7 4.36 -1.07 2.50  0.000
H8 -0.38 -3.21 -3.33  -0.002
H9 -3.12 -2.88 -0.32  0.000
H10 -2.78 0.09 -3.08  -0.003
H11 2.21 0.30 4.50  0.000
H12 -3.03 -1.25 4.09  0.000
H13 -3.68 -0.38 -1.65  0.001
H14 -1.59 2.59 3.30  0.002
H15 2.34 -2.66 -0.81  -0.001
H16 5.49 3.55 -4.36  0.000
H17 7.78 0.14 0.24  0.000
H18 -2.91 3.01 2.21  0.000
H19 3.08 5.15 4.04  0.000
H20 -6.01 -1.17 0.40  0.000
H21 -3.96 -4.72 3.15  0.000
H22 -1.96 -3.49 -5.08  0.000
H23 2.36 1.35 -2.00  0.008
H24 4.13 2.38 -0.03  -0.002
H25 -5.69 -5.30 1.49  0.000
H26 2.88 3.73 2.01  -0.001
H27 2.86 4.14 6.28  0.000
H28 -5.02 -2.35 -1.65  0.000
H29 0.02 3.16 -2.87  0.000
H30 -4.27 -0.61 2.05  0.000
H31 -3.16 -2.91 4.65  0.000
H32 -2.94 -1.26 -5.07  0.000
H33 3.72 2.35 -3.17  0.000
H34 6.50 2.03 -0.70  0.000
H35 2.43 1.72 6.52  0.000
H36 -0.94 6.18 0.02  0.000
H37 -2.78 1.38 2.91  0.001
H38 -1.47 4.44 1.64  0.000
H39 7.84 -0.02 -4.49  0.000
H40 -1.88 -3.95 -0.92  -0.001
H41 -5.32 -3.23 -3.17  0.000
H42 -0.73 -1.67 -4.13  -0.002
H43 -2.11 -4.92 -3.11  0.000
H44 6.09 -1.24 -3.30  0.000

Values from the calculation:
E_tot: -4978.09146 Ha
LUMO level (spin up / spin down): -0.206 / -0.181 Eh
2S+1: 5
HOMO (spin up / spin down): -12.5 / -12.6 eV
charge: +2
frontier orbital gap (spin up / spin down): 6.94 / 7.70 eV